Formula: H26O13
Source: the Open Molecules 2025 dataset
Level of theory: ωB97M-V/def2-TZVPD

- Orbital gap: 9.6 eV
- Calculated total energy: -993.6326 hartree
- Energy relative to the best compared isomer or geometry (same formula, charge and spin): 369.2 kJ/mol
- LUMO: -0.0310 Eh
- Net charge: 0

The geometry in XYZ format:
```
39
Properties=species:S:1:pos:R:3:forces:R:3
O -2.3698 -1.3349 -0.6685 0.8 0.6 -0.4
H -1.7555 -0.6475 -0.3137 -0.2 -0.8 0.1
H -2.3143 -1.1400 -1.6046 0.0 -0.5 -0.4
O -0.7632 -0.3458 1.0593 0.4 0.2 0.0
H 0.0257 -0.8142 0.7575 0.0 0.0 -0.1
H -0.4727 0.5529 1.2742 -0.2 0.1 -0.2
O 2.8958 1.0101 2.1869 -1.2 0.5 -0.1
H 3.0999 0.1330 2.5174 0.6 0.0 -0.3
H 3.5734 1.4874 1.7110 0.6 -0.6 0.1
O -4.0911 -1.4553 1.2190 -1.1 0.0 0.7
H -3.4141 -0.9007 0.8345 0.2 -0.5 0.0
H -3.6537 -2.0687 1.8128 0.2 0.1 0.0
O -0.1410 -2.8947 -1.5512 0.3 0.0 -0.2
H 0.0012 -3.6733 -1.0009 -0.1 0.1 0.0
H 0.7401 -2.5673 -1.7597 -0.5 -0.2 0.4
O 0.5528 -0.6480 3.3849 1.0 -0.5 1.5
H 0.1849 -1.2271 2.7294 -0.5 0.1 -0.4
H 0.5122 0.2554 3.0879 -0.2 0.1 -0.7
O -0.1306 0.9119 -2.5710 -0.3 -1.4 0.1
H -0.6027 0.5597 -3.3334 -0.2 0.6 -0.4
H 0.1090 0.0392 -2.2003 0.2 0.7 0.2
O -3.4079 1.0308 -1.2428 -0.2 0.8 -0.2
H -3.3292 0.6865 -0.3510 -0.2 0.0 0.0
H -3.5972 0.2505 -1.7648 -0.2 0.0 0.0
O -1.2018 2.4894 -0.0757 0.2 0.1 0.8
H -1.9107 2.3354 -0.7105 0.1 -0.2 -0.3
H -0.3795 2.3402 -0.5487 -0.7 -0.3 -0.5
O 1.8079 -1.0292 -2.7452 0.6 -0.3 -0.1
H 2.5507 -0.8053 -3.3180 -0.1 0.4 -0.1
H 1.9427 -1.9747 -2.6398 0.1 -0.2 -0.3
O 0.8946 2.3384 3.5684 0.0 0.2 -0.4
H 1.7107 2.0093 3.1516 -0.2 -0.1 0.2
H 0.5206 1.6056 4.0542 0.0 0.0 0.6
O 1.4404 2.9312 -1.5894 0.2 -0.3 0.7
H 0.9765 3.0893 -0.7603 0.3 0.9 0.0
H 1.5942 1.9822 -1.5024 0.1 0.0 -0.6
O 2.7704 -1.6084 0.0125 -0.1 -0.2 0.3
H 2.9264 -2.1742 -0.7475 0.2 0.0 0.1
H 2.7046 -0.7292 -0.3622 0.0 0.3 -0.1
```
Positions in Å, forces in eV/Å.

Formula: C4H8O2
Source: the Open Molecules 2025 dataset
Level of theory: ωB97M-V/def2-TZVPD

- Orbital gap: 11.0 eV
- Structure (SMILES): C[C@H]1O[C@H]1CO
- Calculated total energy: -307.6175 hartree
- Energy relative to the best compared isomer or geometry (same formula, charge and spin): 249.2 kJ/mol
- LUMO: 0.0342 Eh
- Net charge: 0

The geometry in XYZ format:
```
14
Properties=species:S:1:pos:R:3:forces:R:3
C 0.2181 -0.7714 -1.6493 0.0 0.1 -0.2
C -0.6648 -0.9247 -0.4419 0.0 -0.2 -0.3
O 0.1249 -1.4668 0.5975 0.6 -0.2 0.0
C -0.4453 -0.1330 0.7630 0.6 -0.5 0.3
C 0.4113 1.1314 0.7393 0.1 -0.4 -0.2
O 0.5465 1.7554 1.9963 -0.2 -0.1 0.2
H 1.2155 -0.4566 -1.3290 -0.2 0.0 -0.2
H -0.1679 -0.0878 -2.4042 0.0 0.0 -0.1
H 0.3268 -1.7731 -2.0768 0.0 0.2 -0.1
H -1.6572 -1.3438 -0.6221 0.2 -0.2 0.1
H -1.0458 -0.4078 1.6180 -1.0 1.5 0.1
H 0.0560 1.8619 -0.0169 -0.2 -0.4 0.3
H 1.4111 0.8258 0.4258 0.0 0.1 0.1
H -0.3291 1.7905 2.4003 0.2 0.1 0.0
```
Positions in Å, forces in eV/Å.

Q: The lowest orbital gap belongs to which entry?
A: H26O13